Record 1
15
Properties=species:S:1:pos:R:3 method="wB97M-V/def2-TZVPD" relative_energy_kcal_mol=141.7 gap_ev=5.621 lumo_energy_ev=-2.15 homo_ev=-7.77
C 1.067 -1.580 0.055
C 1.203 -0.688 -1.135
C 0.590 -0.070 0.197
C -0.903 -0.006 0.065
N -2.821 1.419 0.170
C -1.474 1.256 0.143
N 1.514 0.690 0.854
H 0.374 -2.380 -0.126
H -3.152 2.384 0.231
H 1.902 -1.707 0.695
H 0.452 -0.792 -1.890
H 2.167 -0.450 -1.497
H -1.560 -0.858 0.199
H -0.779 2.078 0.206
H 1.421 0.702 1.832



Record 2
15
Properties=species:S:1:pos:R:3 method="wB97M-V/def2-TZVPD" relative_energy_kcal_mol=50.1 gap_ev=9.688 lumo_energy_ev=0.88 homo_ev=-8.81
H 3.071 1.252 -0.826
N 2.100 1.203 -0.521
C 1.832 0.047 -0.042
N 2.717 -0.999 0.175
C 0.492 -0.166 0.534
C -0.564 0.526 0.187
C -1.778 0.957 -0.004
C -2.851 -0.085 -0.240
H 2.335 -1.933 0.119
H 3.622 -0.905 -0.262
H 0.407 -0.802 1.416
H -2.051 1.988 0.233
H -2.625 -0.755 -1.073
H -2.871 -0.695 0.672
H -3.834 0.365 -0.368



Record 3
15
Properties=species:S:1:pos:R:3 method="wB97M-V/def2-TZVPD" relative_energy_kcal_mol=103.2 gap_ev="8.210 / 8.212" lumo_energy_ev="-0.04 / -0.04" homo_ev="-8.25 / -8.25"
C 1.658 -1.532 -0.286
C 0.473 -0.775 -0.806
C -0.745 -0.596 -0.018
N 0.000 0.473 0.561
C -0.876 1.579 1.044
C -0.977 2.286 -0.214
N -1.032 2.669 -1.303
H 1.551 -1.777 0.772
H 2.564 -0.935 -0.423
H 1.822 -2.473 -0.841
H 0.451 -0.643 -1.897
H -1.612 -0.340 -0.652
H -0.962 -1.319 0.751
H -1.882 1.249 1.414
H -0.433 2.135 1.899